Entry from OMol25: a structure of composition C48H118AsF6N6O5 (ωB97M-V/def2-TZVPD).

Summary:
Net charge: +5
Relative energy (zero: lowest compared OMol25 entry of this formula, charge and spin) (kcal per mole): 0.0

Last column: Mulliken charge in e.
Positions of all 184 atoms, in Å:
C 5.204 -1.713 1.514  -1.400
C 4.371 -2.896 0.933  -0.278
N 5.022 -4.273 1.042  0.226
C 6.404 -4.215 0.438  -0.950
C 5.122 -4.646 2.505  -0.439
C 3.871 -4.350 3.385  -1.065
C 4.194 -5.363 0.358  -0.618
C 3.746 -5.137 -1.105  -0.564
O 4.762 -5.012 -2.044  -0.300
C 4.201 -4.740 -3.311  -0.668
H 6.140 -1.541 0.944  0.377
H 5.459 -1.908 2.539  0.374
H 4.675 -0.767 1.406  0.267
H 4.221 -2.759 -0.152  0.258
H 3.419 -2.935 1.428  0.413
H 6.358 -3.970 -0.633  0.334
H 6.872 -5.197 0.401  0.410
H 7.087 -3.550 0.998  0.422
H 6.043 -4.231 2.887  0.564
H 5.305 -5.739 2.534  0.467
H 3.893 -5.075 4.195  0.410
H 2.896 -4.538 2.857  0.226
H 3.885 -3.302 3.712  0.253
H 3.241 -5.421 0.937  0.316
H 4.746 -6.301 0.458  0.469
H 3.161 -4.201 -1.101  0.204
H 3.117 -5.985 -1.293  0.503
H 5.006 -4.581 -4.037  0.281
H 3.593 -3.805 -3.201  0.239
H 3.490 -5.516 -3.668  0.290
C -4.582 -5.349 -5.841  -1.089
C -3.345 -4.469 -5.934  -0.628
N -3.570 -3.146 -5.235  0.258
C -3.865 -3.349 -3.794  -1.368
C -2.251 -2.260 -5.319  -0.217
C -1.069 -2.799 -4.558  -1.347
C -4.704 -2.293 -5.862  -0.702
C -4.725 -2.307 -7.395  -0.661
O -3.666 -1.598 -7.890  -0.256
C -3.676 -1.211 -9.218  -0.826
H -4.802 -5.700 -4.835  0.316
H -4.488 -6.234 -6.462  0.404
H -5.377 -4.730 -6.266  0.293
H -3.036 -4.258 -6.983  0.481
H -2.488 -4.933 -5.482  0.428
H -4.884 -3.631 -3.727  0.466
H -3.697 -2.396 -3.292  0.459
H -3.245 -4.094 -3.293  0.420
H -2.650 -1.323 -4.936  0.410
H -1.994 -2.094 -6.344  0.375
H -0.809 -3.798 -4.871  0.360
H -1.153 -2.742 -3.493  0.263
H -0.219 -2.189 -4.789  0.449
H -4.655 -1.298 -5.420  0.532
H -5.613 -2.738 -5.466  0.487
H -5.728 -1.983 -7.646  0.499
H -4.709 -3.401 -7.737  0.268
H -2.714 -0.641 -9.338  0.231
H -4.527 -0.541 -9.426  0.324
H -3.577 -2.061 -9.869  0.367
C 0.793 6.201 -2.257  -1.346
C 0.215 5.661 -0.878  -0.260
N -1.184 6.107 -0.488  0.377
C -2.257 5.678 -1.527  -1.259
C -1.544 5.463 0.873  -0.441
C -0.753 5.917 2.122  -1.023
C -1.207 7.680 -0.455  -0.714
C -2.602 8.292 -0.408  -0.665
O -3.214 7.838 0.763  -0.212
C -4.549 8.312 0.946  -0.842
H 1.639 5.560 -2.524  0.339
H 1.231 7.200 -2.252  0.428
H 0.060 6.242 -3.047  0.327
H 0.754 6.085 -0.044  0.275
H 0.290 4.587 -0.867  0.393
H -2.032 4.661 -1.768  0.347
H -2.094 6.257 -2.425  0.511
H -3.229 5.716 -1.146  0.436
H -1.455 4.383 0.715  0.569
H -2.573 5.839 1.012  0.318
H 0.299 5.660 2.129  0.346
H -1.246 5.491 3.015  0.029
H -0.809 6.994 2.323  0.418
H -0.719 8.019 -1.418  0.369
H -0.564 7.857 0.426  0.444
H -3.083 7.906 -1.350  0.364
H -2.684 9.399 -0.479  0.509
H -4.829 8.156 1.984  0.257
H -5.284 7.765 0.344  0.314
H -4.639 9.383 0.767  0.360
C -3.028 -2.799 5.047  -1.229
C -3.479 -2.329 3.675  -1.176
N -4.558 -3.143 3.018  0.264
C -5.869 -3.053 3.833  -0.907
C -4.841 -2.594 1.585  -0.090
C -5.163 -1.167 1.643  -1.335
C -4.251 -4.659 2.942  -0.799
C -2.845 -5.017 2.452  -0.600
O -2.667 -4.702 1.086  -0.324
C -1.353 -4.635 0.630  -0.532
H -3.863 -2.639 5.722  0.422
H -2.277 -2.083 5.392  0.126
H -2.749 -3.874 5.079  0.330
H -2.717 -2.199 2.926  0.821
H -3.879 -1.341 3.800  0.654
H -6.547 -3.812 3.368  0.415
H -6.319 -2.118 3.579  0.228
H -5.778 -3.300 4.854  0.473
H -5.561 -3.210 1.048  0.334
H -3.901 -2.828 1.069  0.292
H -6.037 -0.996 2.268  0.304
H -5.346 -0.731 0.667  0.453
H -4.314 -0.581 1.944  0.373
H -4.980 -5.012 2.200  0.519
H -4.464 -5.142 3.902  0.457
H -2.690 -6.107 2.556  0.483
H -2.114 -4.445 3.031  0.312
H -1.403 -4.092 -0.317  0.115
H -0.955 -5.674 0.558  0.343
H -0.766 -4.114 1.404  0.275
C 6.732 1.430 -4.524  -0.877
N 5.292 1.213 -4.414  -0.079
C 4.737 0.469 -5.533  -0.773
C 4.945 0.471 -3.201  -1.051
C 4.588 2.502 -4.270  -0.364
C 4.778 3.627 -5.209  -0.754
O 4.243 3.342 -6.511  -0.506
H 7.227 2.032 -3.754  0.320
H 6.961 1.819 -5.515  0.415
H 7.139 0.425 -4.559  0.425
H 3.688 0.233 -5.398  0.333
H 5.283 -0.489 -5.560  0.397
H 4.889 1.137 -6.398  0.401
H 3.852 0.439 -3.129  0.311
H 5.346 1.002 -2.362  0.417
H 5.469 -0.493 -3.335  0.469
H 4.902 2.707 -3.259  0.403
H 3.536 2.193 -4.286  0.377
H 5.782 4.026 -5.331  0.427
H 4.213 4.447 -4.778  0.376
H 4.282 4.097 -7.054  0.323
C -3.180 3.132 4.631  -1.027
C -2.689 2.392 5.869  -0.717
C -1.184 2.455 6.079  -0.224
C -0.373 2.196 4.855  -1.320
N 1.117 2.212 5.153  0.858
C 1.516 3.674 5.565  -0.554
C 2.512 4.150 4.542  -0.710
C 2.195 3.368 3.290  -0.259
C 1.849 1.997 3.870  -0.695
C 1.541 1.262 6.222  -1.249
C 1.097 -0.172 5.967  0.629
C 1.654 -1.253 6.889  -1.580
H -2.998 2.576 3.702  0.238
H -2.606 4.082 4.475  0.077
H -4.235 3.324 4.660  0.512
H -3.020 1.384 5.710  0.215
H -3.225 2.735 6.734  0.485
H -1.013 1.623 6.798  0.133
H -0.946 3.429 6.500  0.466
H -0.489 2.922 4.054  0.577
H -0.620 1.232 4.378  0.535
H 1.869 3.784 6.582  0.333
H 0.565 4.245 5.432  0.305
H 3.517 3.957 4.923  0.360
H 2.451 5.250 4.466  0.409
H 3.070 3.273 2.637  0.481
H 1.343 3.696 2.713  -0.224
H 2.751 1.424 4.062  0.538
H 1.288 1.438 3.127  0.132
H 1.064 1.542 7.129  0.624
H 2.625 1.342 6.230  0.548
H 1.477 -0.489 4.967  0.093
H 0.007 -0.195 6.004  -0.084
H 2.727 -1.407 6.724  0.363
H 1.136 -2.166 6.693  0.375
H 1.552 -0.997 7.937  0.416
As 0.840 0.184 -0.093  2.167
F -0.459 -0.399 -1.127  -0.474
F 1.630 -1.438 -0.167  -0.578
F 2.260 0.805 0.908  -0.578
F 0.053 1.764 0.173  -0.457
F 0.023 -0.444 1.397  -0.603
F 1.714 0.796 -1.540  -0.513

Entry from OMol25: the molecule C5H7NO (ωB97M-V/def2-TZVPD).

Summary:
Net charge: 0
Relative energy (zero: lowest compared OMol25 entry of this formula, charge and spin) (kcal per mole): 117.8

Last column: Mulliken charge in e.
Positions of all 14 atoms, in Å:
O 1.841 -0.529 -0.900  -0.471
C 1.137 -0.474 0.348  0.076
C 0.457 0.860 0.555  -0.310
C -0.891 0.742 -0.066  -0.150
C -1.019 -0.669 -0.621  -0.597
C 0.115 -1.518 -0.084  -0.541
N -0.739 0.827 1.383  -0.603
H 1.417 0.099 -1.500  0.363
H 1.837 -0.763 1.134  0.377
H 1.040 1.778 0.586  0.397
H -1.404 1.583 -0.526  0.418
H -0.931 -0.716 -1.719  0.365
H -1.991 -1.136 -0.412  0.378
H -0.868 -0.085 1.823  0.297

Entry from OMol25: a structure of composition C40H43AlN3O4P2S (ωB97M-V/def2-TZVPD).

Summary:
Net charge: +1
Relative energy (zero: lowest compared OMol25 entry of this formula, charge and spin) (kcal per mole): 50.5

Last column: Mulliken charge in e.
Positions of all 94 atoms, in Å:
Al 0.839 -1.122 -0.520  0.858
O 2.082 0.293 -0.650  -0.448
P 2.097 1.803 -1.008  2.353
C 0.364 2.413 -1.441  -1.558
P -1.106 1.416 -0.838  0.398
O -0.627 0.031 -0.416  0.657
C -1.859 2.318 0.447  0.518
C -1.532 1.986 1.780  -0.127
C -2.092 2.783 2.766  -0.823
C -2.837 3.922 2.439  -0.505
C -3.203 4.203 1.108  -0.839
C -2.793 3.347 0.162  -0.612
C -2.229 1.243 -2.262  0.954
C -3.240 0.280 -2.255  -0.608
C -4.186 0.307 -3.286  -0.745
C -4.190 1.332 -4.211  -0.501
C -3.336 2.378 -4.112  -0.689
C -2.334 2.333 -3.191  -0.504
C 3.065 2.151 -2.475  0.181
C 4.089 1.240 -2.863  -0.596
C 4.507 1.177 -4.186  -0.591
C 3.939 1.974 -5.180  -0.665
C 2.965 2.867 -4.804  -0.671
C 2.557 3.009 -3.473  -0.378
C 2.663 2.718 0.412  -0.207
C 3.454 3.834 0.144  -0.742
C 3.637 4.731 1.194  -0.869
C 3.213 4.355 2.470  -0.340
C 2.572 3.162 2.771  -0.984
C 2.268 2.383 1.666  0.304
H 0.250 2.388 -2.528  1.041
H 0.317 3.471 -1.038  0.489
H -0.799 1.203 2.023  0.346
H -1.754 2.558 3.788  0.394
H -3.172 4.497 3.329  0.352
H -3.751 5.127 0.950  0.430
H -3.103 3.533 -0.880  0.270
H -3.201 -0.586 -1.530  0.152
H -4.974 -0.390 -3.330  0.508
H -4.842 1.308 -5.066  0.416
H -3.445 3.195 -4.835  0.391
H -1.705 3.250 -3.041  0.347
H 4.605 0.674 -2.063  0.396
H 5.365 0.534 -4.474  0.385
H 4.343 2.027 -6.128  0.529
H 2.482 3.532 -5.529  0.378
H 1.843 3.803 -3.181  0.454
H 3.905 3.939 -0.806  0.535
H 4.131 5.674 1.083  0.437
H 3.437 5.082 3.241  0.375
H 2.204 2.826 3.764  0.443
H 1.712 1.496 1.772  -0.018
C 0.488 -5.370 4.152  -1.025
C 0.015 -4.035 4.645  -0.611
N 0.616 -2.827 4.008  0.401
C 1.742 -2.250 4.771  -0.974
C 1.288 -0.888 5.457  -0.741
C 0.319 -2.481 2.713  0.142
S 1.246 -1.246 1.956  -0.284
N -0.816 -3.020 2.264  -0.226
C -1.143 -2.923 0.943  -0.469
O -0.393 -2.595 -0.045  -0.500
C -2.580 -3.049 0.690  0.973
C -3.030 -3.205 -0.614  -0.075
C -4.348 -3.536 -0.877  -0.656
C -5.217 -3.813 0.214  -0.505
C -4.770 -3.588 1.543  -0.699
C -3.463 -3.213 1.770  -0.405
H 0.123 -6.214 4.754  0.391
H 1.644 -5.322 4.151  0.239
H 0.176 -5.741 3.164  0.245
H 0.210 -3.959 5.734  0.554
H -1.042 -3.947 4.402  0.221
H 2.613 -2.029 4.145  0.445
H 1.963 -2.981 5.570  0.550
H 0.397 -0.488 4.882  0.087
H 2.116 -0.193 5.610  0.301
H 0.809 -1.253 6.405  0.335
H -2.329 -3.079 -1.438  0.312
H -4.749 -3.608 -1.883  0.466
H -6.181 -4.217 0.014  0.454
H -5.463 -3.747 2.368  0.407
H -3.061 -2.860 2.735  0.359
N 3.267 -3.571 -2.493  -0.409
C 2.320 -2.685 -2.176  0.486
O 2.139 -2.421 -0.954  -0.486
C 1.628 -1.949 -3.233  -0.735
C 0.405 -1.373 -2.536  -0.641
H 3.671 -4.292 -1.836  0.283
H 3.320 -3.719 -3.513  0.243
H 1.383 -2.606 -4.067  0.530
H 2.305 -1.176 -3.570  0.167
H -0.401 -2.083 -2.464  0.380
H 0.185 -0.453 -3.073  0.197

The records above give, respectively, F_max values of 0.0619; 0.0060; 0.0610 Eh/bohr.
The records above give, respectively, highest occupied orbital energy values of -18.237; -8.713; -10.017 eV.
The records above give, respectively, E_tot values of -147966.2748; -8831.0947; -90849.0892 eV.